Record 1
{
  "formula": "C3H10O3",
  "method": "ωB97M-V/def2-TZVPD",
  "species": ["C", "C", "C", "O", "H", "H", "H", "H", "H", "H", "O", "H", "H", "O", "H", "H"],
  "xyz": [[-1.19216, 0.88823, -0.75995], [-1.13251, -0.29332, -0.14521], [-0.91421, -0.32916, 1.34232], [-1.26407, -1.49641, -0.79060], [-1.40000, 1.82884, -0.27170], [-1.15743, 1.06644, -1.83222], [-0.45491, 0.62979, 1.59472], [-1.88600, -0.51003, 1.81914], [-0.19647, -1.02983, 1.78599], [-1.28764, -1.31223, -1.73541], [1.65053, -0.90750, -0.76823], [0.70348, -1.08835, -0.68279], [2.02495, -1.79441, -0.69815], [1.97999, 1.53888, 0.71106], [2.70139, 2.04152, 0.30366], [1.82506, 0.76755, 0.12736]],
  "forces_ev_per_angstrom": [[-0.346, 0.336, -0.834], [-0.118, 1.018, 0.380], [-0.299, 0.020, 0.310], [0.763, -0.091, 0.182], [0.706, -0.177, 0.690], [-0.336, -0.726, -0.131], [-0.609, 0.052, 0.203], [0.293, 0.233, 0.251], [-0.205, -0.404, -0.786], [-0.251, -0.064, -0.182], [-0.117, -0.513, -0.069], [0.181, 0.068, -0.126], [0.268, 0.225, 0.024], [0.111, -0.057, -0.317], [-0.342, -0.298, 0.119], [0.301, 0.377, 0.288]],
  "homo_ev": -9.1,
  "de_lowest_kj_mol": 74.0,
  "spin_multiplicity": 1,
  "orbital_gap_ev": 9.68,
  "smiles": "C=C(C)O.O.O"
}

Record 2
{
  "formula": "C3H10O3",
  "method": "ωB97M-V/def2-TZVPD",
  "species": ["O", "C", "C", "C", "H", "H", "H", "H", "H", "H", "H", "H", "O", "H", "H", "O"],
  "xyz": [[-0.82427, -0.74012, 1.21499], [-1.20156, -0.94329, -0.02491], [-0.99430, -0.10742, -1.14603], [0.06900, 0.99912, -1.09497], [-1.65707, -1.90202, -0.44712], [-1.49967, -0.48972, -2.08185], [0.85330, -1.04701, -1.35020], [0.74427, 0.89522, -1.96385], [0.57865, 0.72384, -0.17025], [-0.30930, 1.94967, -1.34395], [2.70374, -1.77555, 0.67524], [1.21602, -1.26595, 0.74610], [2.17211, -0.93206, 0.77914], [-0.92445, 0.85585, 1.74003], [-0.32765, 1.98696, 2.68989], [-0.59882, 1.79249, 1.77776]],
  "forces_ev_per_angstrom": [[-1.798, -1.442, -4.828], [0.933, -1.307, 3.595], [3.790, -0.913, -2.376], [-0.233, -1.270, -1.372], [0.164, 0.622, 1.601], [0.500, 0.902, 1.027], [-2.787, 0.003, 0.446], [-0.146, -0.332, 0.523], [0.218, 1.531, -0.069], [-0.716, 1.605, 1.148], [-0.869, 1.508, 0.186], [1.676, 0.744, 0.469], [-0.897, -2.270, -0.577], [0.708, 0.903, 0.266], [-0.250, -0.308, -0.512], [-0.293, 0.023, 0.472]],
  "homo_ev": -9.5,
  "de_lowest_kj_mol": 532.4,
  "spin_multiplicity": 1,
  "orbital_gap_ev": 7.19
}

Record 3
{
  "formula": "C3H10O3",
  "method": "ωB97M-V/def2-TZVPD",
  "species": ["C", "C", "C", "O", "H", "H", "H", "H", "H", "H", "O", "H", "H", "O", "H", "H"],
  "xyz": [[0.48541, 1.76575, -1.89197], [-0.13075, 1.16678, -0.55861], [-0.88264, -0.08469, -0.70889], [-0.50146, -1.15715, -0.31150], [0.95925, 1.00888, -2.50732], [1.27855, 2.42136, -1.53286], [-0.27265, 2.37681, -2.37111], [0.78290, 1.09270, 0.03818], [-0.70502, 1.95266, -0.05863], [-1.80347, 0.02611, -1.31439], [1.06794, -2.89429, 1.11786], [0.29504, -2.54463, 0.65552], [0.76898, -3.54531, 1.75116], [-0.78815, -0.61984, 2.56343], [-0.33593, -0.24887, 3.31290], [-0.21799, -0.71627, 1.81622]],
  "forces_ev_per_angstrom": [[-0.765, 0.028, 1.361], [1.989, 1.579, -0.105], [0.080, -0.039, -0.548], [-0.426, 0.029, -0.069], [-0.296, -0.072, -0.249], [-0.050, 0.145, -0.258], [0.159, -0.172, -0.628], [-0.434, -0.856, 0.455], [-0.341, -0.170, -0.250], [-0.123, -0.310, 0.137], [0.332, 0.132, -0.125], [0.103, -0.204, 0.121], [-0.247, -0.079, 0.080], [-1.551, -0.046, 0.420], [0.590, 0.122, 0.064], [0.980, -0.086, -0.408]],
  "homo_ev": -10.5,
  "de_lowest_kj_mol": 48.6,
  "spin_multiplicity": 1,
  "orbital_gap_ev": 11.13,
  "smiles": "CCC=O.O.O"
}

Record 4
{
  "formula": "C3H10O4",
  "method": "ωB97M-V/def2-TZVPD",
  "species": ["O", "C", "C", "C", "O", "H", "H", "H", "H", "H", "H", "H", "H", "O", "H", "H", "O"],
  "xyz": [[0.69764, 1.99897, -2.79895], [-0.18019, 2.01779, -1.96964], [-0.39726, 0.93507, -0.95823], [-0.09163, -0.45717, -1.50145], [0.16354, -1.37741, -0.45998], [-0.85717, 2.88051, -1.94462], [0.28886, 1.11154, -0.12482], [-1.39560, 0.97722, -0.53735], [-0.94690, -0.81845, -2.08846], [0.78089, -0.44845, -2.15393], [-0.39287, -1.09280, 0.29097], [-2.15965, -1.06375, 2.05068], [-0.91121, -0.26594, 2.44041], [-1.40846, -0.58049, 1.65516], [1.98098, -0.56355, 2.95281], [2.42015, -1.82832, 2.13785], [2.40887, -1.42476, 3.00956]],
  "forces_ev_per_angstrom": [[0.053, 0.049, -0.122], [0.182, -0.307, -0.074], [0.187, -0.093, -0.233], [-0.058, -0.494, 0.075], [0.072, 0.277, -0.112], [-0.249, 0.271, 0.153], [0.076, 0.164, 0.088], [-0.147, 0.101, 0.075], [0.002, 0.166, -0.149], [0.002, 0.159, 0.001], [-0.068, -0.398, 0.306], [-0.038, 0.008, -0.011], [0.057, 0.078, 0.071], [-0.001, 0.028, -0.080], [-0.253, -0.079, -0.328], [-0.326, 0.322, -0.166], [0.512, -0.252, 0.507]],
  "homo_ev": [0.3, -6.8],
  "de_lowest_kj_mol": 0.0,
  "total_charge": -1,
  "s2": 0.750,
  "spin_multiplicity": 2,
  "orbital_gap_ev": [3.07, 10.14]
}

Record 5
{
  "formula": "C3H10O4SSn",
  "method": "ωB97M-V/def2-TZVPD",
  "species": ["Sn", "O", "S", "O", "O", "C", "C", "C", "H", "H", "H", "H", "H", "H", "H", "H", "O", "H", "H"],
  "xyz": [[-3.96196, 1.63144, 0.42321], [0.29317, 1.90164, -2.77485], [-0.01153, 1.31802, -1.47900], [-1.36836, 1.30926, -0.86016], [0.76556, -0.20737, -1.30021], [0.47406, -1.00070, -0.16794], [1.51389, -2.09739, -0.08020], [1.09065, 2.11875, -0.19999], [-0.56826, -1.31380, -0.10749], [0.58626, -0.45066, 0.76639], [2.45081, -1.55856, 0.06105], [1.56775, -2.65090, -1.01766], [1.31221, -2.79432, 0.73325], [2.05927, 1.62207, -0.14356], [0.60552, 1.89806, 0.75082], [0.97771, 3.18305, -0.40641], [-2.64720, -0.69810, 1.65817], [-2.55869, -0.56450, 2.60186], [-2.58086, -1.64599, 1.54272]],
  "forces_ev_per_angstrom": [[2.017, -1.194, -0.528], [-1.472, -1.766, 2.130], [4.301, -0.169, 1.317], [-0.885, -0.192, -0.365], [-2.012, 2.323, -1.790], [-0.450, -0.369, 1.776], [-0.043, 0.268, -0.841], [-1.926, -0.410, -0.205], [-0.070, -0.354, -0.767], [0.138, 0.662, 0.025], [0.227, -0.494, 0.137], [0.028, -0.065, 0.071], [0.045, 0.212, 0.042], [0.050, 0.552, -0.760], [-0.108, 0.104, 0.002], [0.753, -0.054, 0.021], [-0.584, 1.539, -0.461], [0.129, 0.000, 0.583], [-0.137, -0.592, -0.385]],
  "homo_ev": -17.1,
  "de_lowest_kj_mol": 30.6,
  "total_charge": 2,
  "spin_multiplicity": 1,
  "orbital_gap_ev": 4.75
}

Record 6
{
  "formula": "C3H10OS",
  "method": "ωB97M-V/def2-TZVPD",
  "species": ["C", "C", "C", "S", "H", "H", "H", "H", "H", "H", "H", "H", "H", "H", "O"],
  "xyz": [[0.33955, 0.66157, 1.28990], [0.53087, 0.96310, -0.20993], [-0.37470, 0.13406, -1.08337], [0.00590, 0.15824, -2.88693], [1.02473, 1.28393, 1.86718], [-0.68326, 0.81825, 1.62473], [0.57944, -0.39924, 1.30790], [1.57009, 0.89347, -0.53454], [0.27169, 2.02900, -0.33522], [-0.39460, -0.94361, -0.90654], [-1.44128, 0.28948, -0.86285], [0.53150, 1.38745, -2.95944], [-0.17212, -2.28220, 1.89540], [-1.37373, -2.54516, 0.83981], [-0.41406, -2.44832, 0.95391]],
  "forces_ev_per_angstrom": [[0.714, -0.444, -1.253], [-0.594, 1.242, 0.303], [-0.875, -1.037, -0.466], [-0.111, 0.230, 0.324], [-0.002, -0.203, 0.199], [-0.052, -0.071, -0.059], [-0.042, 0.077, 1.012], [0.066, -0.330, 0.184], [0.026, -0.157, -0.381], [0.911, -0.008, 0.458], [0.178, 0.838, -0.383], [-0.099, 0.108, 0.025], [-0.785, -0.286, -0.336], [-0.261, 0.010, 0.625], [0.925, 0.031, -0.250]],
  "homo_ev": [1.0, -5.8],
  "de_lowest_kj_mol": 28.9,
  "total_charge": -1,
  "s2": 0.750,
  "spin_multiplicity": 2,
  "orbital_gap_ev": [2.23, 9.21]
}

Record 7
{
  "formula": "C3H10OS",
  "method": "ωB97M-V/def2-TZVPD",
  "species": ["C", "C", "S", "C", "H", "H", "H", "H", "H", "H", "H", "H", "O", "H", "H"],
  "xyz": [[-0.02615, 1.21130, -2.07674], [0.09549, 0.45562, -0.76467], [-1.47069, -0.49485, -0.54049], [-1.01150, -1.59837, 0.84640], [0.62626, 2.09184, -2.02201], [-1.01874, 1.57787, -2.35701], [0.20800, 0.56278, -2.91842], [0.13371, 1.17008, 0.04602], [0.87015, -0.29046, -0.85629], [-0.01453, -1.98682, 0.66391], [-1.24134, -1.13264, 1.79515], [-1.67544, -2.45624, 0.75562], [1.20061, 0.13307, 2.32558], [2.09883, -0.14584, 2.19611], [1.22534, 0.90266, 2.90685]],
  "forces_ev_per_angstrom": [[0.052, 0.316, -0.503], [-1.993, -0.101, -0.517], [0.462, -0.145, 0.180], [-0.936, -0.131, -0.968], [0.039, -0.278, -0.418], [-0.122, 0.032, 0.664], [0.479, 0.064, -0.050], [0.657, -0.286, 0.328], [0.534, 0.190, 0.534], [0.212, 0.295, 0.521], [0.688, 0.072, 0.196], [-0.134, -0.069, -0.050], [-0.743, 0.283, 0.175], [0.654, -0.071, 0.007], [0.149, -0.172, -0.100]],
  "homo_ev": -8.2,
  "de_lowest_kj_mol": 33.6,
  "spin_multiplicity": 1,
  "orbital_gap_ev": 8.80,
  "smiles": "CCSC.O"
}

Record 8
{
  "formula": "C3H10OS",
  "method": "ωB97M-V/def2-TZVPD",
  "species": ["C", "S", "C", "H", "H", "H", "H", "H", "H", "C", "O", "H", "H", "H", "H"],
  "xyz": [[0.00548, -1.00596, -1.74595], [0.94268, -1.70327, -3.13209], [2.61934, -1.58188, -2.43340], [-1.03192, -1.32804, -1.77573], [0.06120, 0.06998, -1.80881], [0.44737, -1.39040, -0.82891], [2.59188, -0.79702, -1.68896], [2.88411, -2.49402, -1.91487], [3.25020, -1.19725, -3.22501], [-2.63249, 3.35841, 4.84025], [-1.84762, 2.19642, 4.95931], [-3.32827, 3.38315, 5.67048], [-2.02242, 4.26779, 4.86360], [-3.20135, 3.39784, 3.90519], [-0.91749, 2.34639, 4.77831]],
  "forces_ev_per_angstrom": [[0.259, -0.401, -0.101], [-0.108, -0.184, -0.041], [-0.961, 0.681, 0.133], [-0.012, -0.027, -0.192], [-0.047, 0.306, 0.274], [-0.093, 0.184, 0.124], [0.010, 0.262, 0.214], [0.472, -0.213, -0.388], [0.480, -0.608, -0.023], [0.296, 0.637, -0.251], [0.032, -0.662, 0.051], [-0.143, 0.039, 0.141], [-0.069, -0.042, 0.146], [0.045, -0.257, 0.013], [-0.160, 0.286, -0.100]],
  "homo_ev": -8.5,
  "de_lowest_kj_mol": 85.4,
  "spin_multiplicity": 1,
  "orbital_gap_ev": 9.35,
  "smiles": "CSC.CO"
}